# 1
A structure of composition C20H58F2K2NO32P6S3, computed with wB97M-V/def2-TZVPD.

Results
Lowest unoccupied orbital energy ... -4.35 eV
2S+1 ... 1
Orbital gap ... 7.45 eV
Calculated total energy ... -7901.76319 Ha
Charge ... +1
HOMO ... -0.434 Ha

Cartesian coordinates (Å):
K -20.481 -4.190 0.096
K -19.650 -2.763 -3.011
N -20.291 -5.427 -2.323
S -18.842 -6.335 -2.634
O -18.248 -6.270 -3.963
O -18.583 -7.532 -1.839
F -17.817 -5.344 -1.870
S -21.165 -6.367 -3.067
O -21.588 -7.604 -2.452
O -21.180 -6.244 -4.518
F -22.448 -5.471 -2.659
C -12.511 -10.263 -1.478
O -13.205 -9.094 -1.387
P -14.274 -8.970 -0.250
O -15.127 -7.737 -0.334
O -15.093 -10.419 -0.461
C -16.328 -10.385 -1.141
O -13.378 -9.067 1.112
C -14.042 -9.130 2.376
H -11.442 -10.050 -1.446
H -12.871 -10.809 -2.350
H -12.670 -11.015 -0.705
H -16.179 -10.258 -2.213
H -16.924 -9.577 -0.716
H -16.966 -11.268 -1.089
H -13.845 -10.053 2.922
H -15.071 -8.777 2.443
H -13.574 -8.316 2.928
C -20.300 -12.303 -5.222
O -20.788 -11.281 -5.914
P -19.886 -9.967 -6.274
O -19.573 -9.106 -5.192
O -18.639 -10.606 -7.045
C -17.653 -9.817 -7.612
O -20.747 -9.419 -7.549
C -21.949 -8.726 -7.255
H -19.589 -12.821 -5.866
H -21.069 -13.057 -5.054
H -19.814 -12.098 -4.269
H -17.866 -8.776 -7.369
H -17.730 -9.882 -8.697
H -16.661 -10.115 -7.272
H -21.979 -8.173 -6.316
H -22.810 -9.393 -7.279
H -22.065 -7.866 -7.915
C -28.107 -7.265 -1.157
O -27.084 -6.605 -1.825
P -26.597 -7.119 -3.296
O -27.648 -7.310 -4.339
O -25.406 -6.000 -3.740
C -24.725 -6.140 -4.975
O -25.715 -8.464 -2.921
C -24.666 -8.337 -2.015
H -28.315 -8.266 -1.535
H -28.908 -6.529 -1.234
H -27.891 -7.339 -0.091
H -23.652 -6.284 -4.843
H -24.815 -5.257 -5.608
H -25.145 -6.935 -5.590
H -24.426 -7.355 -1.609
H -23.754 -8.790 -2.403
H -24.910 -8.857 -1.088
C -23.665 -6.639 4.136
O -22.943 -7.423 3.178
P -22.945 -6.797 1.664
O -22.299 -5.448 1.535
O -22.186 -7.924 0.748
C -20.819 -8.261 1.041
O -24.549 -6.980 1.270
C -25.292 -5.773 1.128
H -23.025 -5.833 4.495
H -23.916 -7.205 5.033
H -24.590 -6.179 3.790
H -20.547 -7.710 1.942
H -20.086 -8.037 0.267
H -20.785 -9.251 1.496
H -25.686 -5.819 0.112
H -24.821 -4.826 1.392
H -26.211 -5.727 1.712
C -14.896 -0.062 -3.787
O -14.407 -1.345 -3.619
P -15.202 -2.436 -2.685
O -16.571 -2.851 -3.134
O -14.185 -3.705 -2.525
C -14.442 -4.858 -1.690
O -15.140 -1.782 -1.179
C -15.868 -2.298 -0.052
H -14.146 0.627 -4.174
H -15.308 0.432 -2.907
H -15.747 -0.052 -4.468
H -13.994 -5.728 -2.170
H -15.512 -5.067 -1.714
H -14.151 -4.723 -0.648
H -16.479 -3.174 -0.268
H -16.509 -1.507 0.338
H -15.256 -2.572 0.808
C -19.357 -6.025 -7.007
O -19.226 -6.414 -8.342
P -20.189 -5.934 -9.550
O -21.619 -5.617 -9.184
O -19.334 -4.795 -10.378
C -19.124 -3.495 -9.897
O -20.143 -7.236 -10.509
C -20.439 -7.045 -11.944
H -20.156 -5.318 -6.784
H -18.348 -5.669 -6.799
H -19.542 -6.939 -6.441
H -19.260 -2.689 -10.619
H -18.104 -3.497 -9.515
H -19.800 -3.220 -9.088
H -19.710 -6.494 -12.539
H -21.398 -6.526 -11.908
H -20.641 -7.987 -12.454
C -15.830 -7.445 -5.024
C -16.025 -8.622 -4.061
O -15.168 -9.624 -4.592
S -14.025 -9.042 -5.598
O -14.255 -9.358 -6.999
O -12.700 -9.256 -5.065
O -14.526 -7.480 -5.287
H -15.962 -6.471 -4.553
H -16.511 -7.555 -5.868
H -17.054 -8.982 -4.046
H -15.701 -8.501 -3.028

Atom charges from the Mulliken analysis, given in e for atoms 1 to 99:
1. K 1.096
2. K 0.992
3. N -0.072
4. S 0.811
5. O -0.603
6. O -0.410
7. F -0.387
8. S 0.975
9. O -0.511
10. O -0.536
11. F -0.405
12. C -0.765
13. O -0.315
14. P 0.816
15. O -0.363
16. O -0.394
17. C -0.274
18. O -0.338
19. C -0.779
20. H 0.303
21. H 0.232
22. H 0.376
23. H -0.009
24. H 0.316
25. H 0.379
26. H 0.291
27. H 0.305
28. H 0.308
29. C -0.750
30. O -0.358
31. P 0.386
32. O 0.376
33. O -0.457
34. C 0.015
35. O -0.378
36. C -0.547
37. H 0.311
38. H 0.292
39. H 0.235
40. H -0.311
41. H 0.320
42. H 0.152
43. H 0.026
44. H 0.402
45. H 0.253
46. C -0.738
47. O -0.240
48. P 0.958
49. O -0.684
50. O -0.220
51. C -0.541
52. O -0.415
53. C -0.547
54. H 0.358
55. H 0.282
56. H 0.228
57. H -0.030
58. H 0.347
59. H 0.376
60. H 0.119
61. H 0.368
62. H 0.386
63. C -0.642
64. O -0.328
65. P 1.129
66. O -0.671
67. O -0.340
68. C -0.701
69. O -0.217
70. C -0.657
71. H 0.269
72. H 0.290
73. H 0.240
74. H 0.417
75. H 0.099
76. H 0.302
77. H 0.131
78. H 0.387
79. H 0.321
80. C -0.691
81. O -0.344
82. P 0.756
83. O -0.317
84. O -0.363
85. C -0.083
86. O -0.358
87. C -0.406
88. H 0.271
89. H 0.303
90. H 0.262
91. H 0.324
92. H -0.289
93. H 0.375
94. H 0.008
95. H 0.316
96. H 0.289
97. C -0.373
98. O -0.089
99. P 0.784

=====

# 2
A cluster of 9 separate species, C18H57N3O9 in total, computed with wB97M-V/def2-TZVPD.

Results
Lowest unoccupied orbital energy ... 0.23 eV
2S+1 ... 1
Orbital gap ... 9.37 eV
Calculated total energy ... -1561.12320 Ha
HOMO ... -0.336 Ha
Relative energy (zero: lowest compared OMol25 entry of this formula, charge and spin) ... 121.0 kcal per mole
Structure (SMILES) ... COC[C@H](C)N.COC[C@H](C)N.COC[C@H](C)N.CO.CO.CO.CO.CO.CO

Cartesian coordinates (Å):
C 2.401 0.449 -1.697
O 1.992 0.432 -0.400
C 0.686 0.938 -0.279
C 0.169 0.853 1.206
C 0.264 -0.538 1.766
N -1.104 1.479 1.462
H 2.138 1.320 -2.299
H 1.961 -0.301 -2.355
H 3.475 0.340 -1.848
H 0.611 1.974 -0.607
H -0.041 0.316 -0.801
H 0.865 1.489 1.753
H -0.181 -1.197 1.020
H -0.220 -0.711 2.728
H 1.306 -0.852 1.816
H -1.690 0.872 0.907
H -1.489 1.411 2.393
C 5.800 -4.206 -3.470
O 7.018 -3.439 -3.533
C 7.717 -3.187 -2.261
C 9.145 -3.778 -2.352
C 8.978 -5.284 -2.422
N 9.730 -3.562 -0.992
H 5.494 -4.397 -4.499
H 4.989 -3.657 -2.990
H 5.941 -5.196 -3.036
H 7.961 -2.125 -2.272
H 7.086 -3.503 -1.430
H 9.799 -3.299 -3.080
H 8.453 -5.513 -3.350
H 8.460 -5.698 -1.558
H 9.963 -5.749 -2.451
H 10.073 -2.612 -0.993
H 9.016 -3.481 -0.283
C -2.268 1.354 6.194
O -3.456 0.985 5.465
C -4.741 1.189 6.007
C -5.932 0.527 5.170
C -5.698 -1.042 5.127
N -6.016 1.089 3.892
H -1.489 1.483 5.442
H -1.883 0.630 6.912
H -2.352 2.252 6.806
H -4.824 0.584 6.910
H -4.969 2.251 6.096
H -6.859 0.730 5.705
H -6.466 -1.569 4.560
H -5.734 -1.599 6.063
H -4.648 -1.214 4.891
H -5.156 0.846 3.420
H -6.759 0.653 3.364
C 3.479 5.299 -4.775
O 3.500 6.548 -5.301
H 2.584 4.745 -5.060
H 4.271 4.764 -5.298
H 3.681 5.183 -3.711
H 4.357 6.885 -5.028
C -0.422 7.921 -2.783
O -0.172 6.553 -2.431
H -1.503 7.949 -2.913
H 0.066 8.397 -1.932
H 0.083 8.051 -3.740
H -0.529 6.326 -1.568
C -6.198 0.296 -1.173
O -5.020 -0.100 -0.542
H -5.920 1.184 -1.741
H -6.341 -0.338 -2.047
H -7.075 0.521 -0.566
H -4.968 -1.049 -0.410
C -4.867 -5.114 1.211
O -4.519 -4.018 0.404
H -4.105 -5.283 1.971
H -5.755 -4.838 1.779
H -4.978 -6.018 0.611
H -3.751 -4.222 -0.134
C -3.912 5.651 0.689
O -2.507 5.426 0.718
H -4.309 5.063 -0.139
H -4.341 5.177 1.572
H -4.378 6.608 0.455
H -2.442 4.487 0.904
C -0.276 -5.456 -2.673
O -0.442 -4.591 -1.587
H -1.219 -5.686 -3.169
H 0.451 -4.995 -3.341
H 0.141 -6.348 -2.207
H -0.180 -3.711 -1.867

And the Mulliken charges, in e, turn out to be:
1. C -0.764
2. O -0.270
3. C -0.659
4. C 0.319
5. C -1.280
6. N -0.460
7. H 0.293
8. H 0.287
9. H 0.296
10. H 0.390
11. H 0.313
12. H 0.199
13. H 0.288
14. H 0.352
15. H 0.332
16. H 0.223
17. H 0.158
18. C -0.680
19. O -0.346
20. C -0.806
21. C 0.510
22. C -1.442
23. N -0.752
24. H 0.250
25. H 0.268
26. H 0.310
27. H 0.284
28. H 0.448
29. H 0.410
30. H 0.365
31. H 0.259
32. H 0.393
33. H 0.273
34. H 0.258
35. C -0.745
36. O -0.212
37. C -0.767
38. C 0.201
39. C -1.260
40. N -0.620
41. H 0.176
42. H 0.309
43. H 0.325
44. H 0.368
45. H 0.360
46. H 0.346
47. H 0.348
48. H 0.380
49. H 0.281
50. H 0.256
51. H 0.256
52. C -0.640
53. O -0.486
54. H 0.230
55. H 0.347
56. H 0.244
57. H 0.307
58. C -0.461
59. O -0.494
60. H 0.214
61. H 0.257
62. H 0.175
63. H 0.303
64. C -0.612
65. O -0.451
66. H 0.236
67. H 0.283
68. H 0.239
69. H 0.299
70. C -0.513
71. O -0.474
72. H 0.249
73. H 0.198
74. H 0.250
75. H 0.291
76. C -0.622
77. O -0.485
78. H 0.253
79. H 0.257
80. H 0.288
81. H 0.297
82. C -0.493
83. O -0.468
84. H 0.206
85. H 0.252
86. H 0.206
87. H 0.297

=====

lowest unoccupied orbital energy of number 1 (C20H58F2K2NO32P6S3)? -4.35 eV

=====

Among the records above, which one has the lowest calculated total energy? C20H58F2K2NO32P6S3

=====

Among the records above, which one has the highest lowest unoccupied orbital energy? C18H57N3O9

=====

Look up the calculated total energy of the first one. -7901.76319 Ha